C4H9ClNO | the ωB97M-V functional and the def2-TZVPD basis

## Properties
Largest force on an atom = 0.10715 Eh/bohr
Highest occupied orbital energy (spin up / spin down) = -12.48 / -11.59 eV
LUMO energy (spin up / spin down) = -3.53 / -4.36 eV
Kohn-Sham gap (spin up / spin down) = 0.329 / 0.266 Ha
Relative energy (zero: lowest compared OMol25 entry of this formula, charge and spin) = 115.1 kcal/mol

Structure (ORCA input):
```
! RIJCOSX wB97M-V def2-TZVPD def2/J DEFGRID3
* xyz 1 1
C 0.047 0.385 -0.717
C 2.309 0.347 -1.802
C -0.313 0.645 1.639
C -1.663 -0.933 0.252
N -0.375 -0.279 0.389
O 1.406 0.148 -0.840
Cl 3.768 -0.399 -1.625
H -0.454 0.930 -1.426
H 1.989 0.844 -2.720
H -0.099 0.130 2.674
H 0.394 1.512 1.511
H -1.277 1.221 1.553
H -2.434 -0.290 -0.270
H -1.557 -1.857 -0.383
H -1.959 -1.335 1.261
H 0.220 -1.069 0.502
*
```

=====

C4H9ClO | the ωB97M-V functional and the def2-TZVPD basis

## Properties
SMILES = COCCCCl
Largest force on an atom = 0.10224 Eh/bohr
Highest occupied orbital energy = -9.68 eV
LUMO energy = 0.93 eV
Kohn-Sham gap = 0.390 Ha
Relative energy (zero: lowest compared OMol25 entry of this formula, charge and spin) = 67.1 kcal/mol

Structure (ORCA input):
```
! RIJCOSX wB97M-V def2-TZVPD def2/J DEFGRID3
* xyz 0 1
C -1.726 0.744 -1.170
C 0.544 -0.473 -0.953
C 0.941 0.045 0.428
C 0.438 -0.587 1.659
H -1.814 1.665 -0.364
H -1.078 1.134 -1.932
H -2.758 0.239 -1.486
H 0.982 -1.420 -1.241
H 0.896 0.178 -1.729
H 2.135 -0.111 0.488
H 0.874 1.191 0.411
H 0.817 -1.592 2.075
H -0.698 -0.775 1.745
O -0.915 -0.476 -0.882
Cl 1.361 0.237 2.951
*
```

=====

C4H9ClO2 | the ωB97M-V functional and the def2-TZVPD basis

## Properties
Largest force on an atom = 0.08947 Eh/bohr
⟨S²⟩ = 2.01
Highest occupied orbital energy (spin up / spin down) = -7.44 / -10.80 eV
LUMO energy (spin up / spin down) = 0.86 / -0.67 eV
Kohn-Sham gap (spin up / spin down) = 0.305 / 0.372 Ha
Relative energy (zero: lowest compared OMol25 entry of this formula, charge and spin) = 0.0 kcal/mol

Structure (ORCA input):
```
! RIJCOSX wB97M-V def2-TZVPD def2/J DEFGRID3
* xyz 0 3
C -1.390 1.311 -0.989
C 2.072 -0.510 -0.926
C -1.445 -0.116 -0.374
C 1.166 0.098 1.139
O 1.108 -0.152 2.434
O 2.070 -0.649 0.500
Cl 1.423 1.891 0.880
H -0.505 1.570 -1.637
H -1.347 2.084 -0.353
H -2.163 1.482 -1.712
H 3.058 -0.723 -1.281
H 1.685 0.556 -1.208
H 1.212 -1.147 -1.270
H -1.205 -1.056 -0.849
H -1.795 -0.377 0.621
H 1.913 -0.138 2.987
*
```

=====

C4H9ClOSi | the ωB97M-V functional and the def2-TZVPD basis

## Properties
Largest force on an atom = 0.09252 Eh/bohr
Highest occupied orbital energy = -10.00 eV
LUMO energy = 0.16 eV
Kohn-Sham gap = 0.373 Ha
Relative energy (zero: lowest compared OMol25 entry of this formula, charge and spin) = 55.1 kcal/mol

Structure (ORCA input):
```
! RIJCOSX wB97M-V def2-TZVPD def2/J DEFGRID3
* xyz 0 1
C -0.044 -0.419 -0.557
C 0.974 1.481 1.774
C -0.700 0.719 -1.222
C -0.713 -1.713 -0.840
O 0.795 -1.499 2.154
Si 0.586 -0.280 1.259
Cl 1.740 -0.565 -1.302
H 0.518 1.634 2.651
H 2.091 1.363 1.958
H 0.580 2.223 0.984
H -0.825 0.557 -2.374
H -1.752 0.760 -0.857
H -0.302 1.786 -1.009
H -0.911 -1.973 -1.954
H -0.258 -2.621 -0.243
H -1.778 -1.454 -0.421
*
```

=====

C4H9CuMgO4 | the ωB97M-V functional and the def2-TZVPD basis

## Properties
Largest force on an atom = 0.08934 Eh/bohr
⟨S²⟩ = 2.01
Highest occupied orbital energy (spin up / spin down) = -5.87 / -7.13 eV
LUMO energy (spin up / spin down) = -0.42 / -0.83 eV
Kohn-Sham gap (spin up / spin down) = 0.200 / 0.231 Ha

Structure (ORCA input):
```
! RIJCOSX wB97M-V def2-TZVPD def2/J DEFGRID3
* xyz 0 3
O 0.958 -0.360 -1.925
Cu -0.438 -1.185 -2.889
O -1.434 -0.617 -1.453
C -1.971 0.420 -0.736
O -1.283 0.668 0.485
C 0.097 1.098 0.398
C 0.755 0.595 1.657
O 0.928 -0.836 1.525
C 1.464 -1.520 2.637
Mg 0.181 -1.215 -0.339
H -3.029 0.192 -0.519
H -1.876 1.379 -1.285
H 0.157 2.193 0.350
H 1.031 0.914 -1.416
H 0.128 0.747 2.553
H 1.751 1.043 1.792
H 1.681 -2.548 2.325
H 2.400 -1.043 2.963
H 0.718 -1.522 3.446
*
```

=====

C4H9F | the ωB97M-V functional and the def2-TZVPD basis

## Properties
Largest force on an atom = 0.14521 Eh/bohr
Highest occupied orbital energy = -10.28 eV
LUMO energy = 1.12 eV
Kohn-Sham gap = 0.419 Ha
Relative energy (zero: lowest compared OMol25 entry of this formula, charge and spin) = 129.6 kcal/mol

Structure (ORCA input):
```
! RIJCOSX wB97M-V def2-TZVPD def2/J DEFGRID3
* xyz 0 1
C 0.548 0.320 1.681
C -0.397 0.636 0.600
C -0.180 -0.552 -0.377
C -0.316 -0.277 -1.957
H 0.604 -0.563 2.524
H 0.944 1.134 2.683
H 1.635 0.029 0.844
H -0.223 1.670 0.016
H -1.589 0.428 0.556
H 0.889 -0.544 -0.091
H -0.774 -1.445 0.046
H -0.134 -1.378 -2.168
H -1.385 -0.254 -2.122
F 0.378 0.798 -2.234
*
```

=====

C4H9F | the ωB97M-V functional and the def2-TZVPD basis

## Properties
SMILES = CCCCF
Largest force on an atom = 0.08625 Eh/bohr
Highest occupied orbital energy = -11.26 eV
LUMO energy = 1.17 eV
Kohn-Sham gap = 0.457 Ha
Relative energy (zero: lowest compared OMol25 entry of this formula, charge and spin) = 29.0 kcal/mol

Structure (ORCA input):
```
! RIJCOSX wB97M-V def2-TZVPD def2/J DEFGRID3
* xyz 0 1
C 1.276 -1.610 -0.064
C 0.524 -0.228 0.213
C -0.570 0.391 -0.635
C -1.238 1.483 0.300
H 1.439 -2.169 0.883
H 2.142 -1.597 -0.574
H 0.661 -2.220 -0.729
H 1.364 0.489 0.357
H 0.093 -0.351 1.146
H -0.206 0.911 -1.560
H -1.307 -0.430 -0.936
H -1.944 1.952 -0.349
H -1.836 0.936 1.078
F -0.399 2.445 0.871
*
```

=====

C4H9F2NO | the ωB97M-V functional and the def2-TZVPD basis

## Properties
SMILES = C[C@@](O)(CN)C(F)F
Largest force on an atom = 0.08264 Eh/bohr
Highest occupied orbital energy = -9.74 eV
LUMO energy = 0.61 eV
Kohn-Sham gap = 0.381 Ha
Relative energy (zero: lowest compared OMol25 entry of this formula, charge and spin) = 76.5 kcal/mol

Structure (ORCA input):
```
! RIJCOSX wB97M-V def2-TZVPD def2/J DEFGRID3
* xyz 0 1
C -0.010 -0.317 1.386
C 0.221 -0.230 -0.120
C -0.975 -0.934 -0.779
C 0.061 1.157 -0.252
H 0.215 -1.348 1.843
H -1.022 0.142 1.521
H 0.746 0.337 2.030
H 2.039 -0.395 -1.220
H -1.802 -0.427 -0.177
H -0.932 -0.887 -1.847
H -0.938 -2.428 0.355
H 0.096 -2.587 -0.861
H 0.154 1.418 -1.286
N -0.859 -2.362 -0.636
O 1.556 -0.712 -0.357
F 1.053 1.977 0.275
F -1.139 1.396 0.340
*
```

=====

C4H9FN2 | the ωB97M-V functional and the def2-TZVPD basis

## Properties
Largest force on an atom = 0.10509 Eh/bohr
Highest occupied orbital energy = -8.82 eV
LUMO energy = 0.77 eV
Kohn-Sham gap = 0.352 Ha
Relative energy (zero: lowest compared OMol25 entry of this formula, charge and spin) = 81.4 kcal/mol

Structure (ORCA input):
```
! RIJCOSX wB97M-V def2-TZVPD def2/J DEFGRID3
* xyz 0 1
C -0.067 -0.369 -0.005
C 0.036 -1.335 1.145
C -0.874 0.952 0.026
C 1.166 0.571 -0.195
H 0.047 -0.548 -2.058
H -1.723 -0.657 -1.379
H 0.764 -2.077 0.907
H -0.827 -1.934 1.312
H -1.414 1.101 -0.840
H -1.473 1.064 1.013
H 0.485 2.559 -0.483
H 1.678 0.418 -1.165
H 1.941 0.342 0.601
N -0.404 -1.082 -1.268
N 0.393 1.733 0.065
F 0.272 -0.739 2.325
*
```

=====

C4H9FN2OP | the ωB97M-V functional and the def2-TZVPD basis

## Properties
Largest force on an atom = 0.06236 Eh/bohr
Highest occupied orbital energy = -14.33 eV
LUMO energy = -3.41 eV
Kohn-Sham gap = 0.402 Ha
Relative energy (zero: lowest compared OMol25 entry of this formula, charge and spin) = 4.2 kcal/mol

Structure (ORCA input):
```
! RIJCOSX wB97M-V def2-TZVPD def2/J DEFGRID3
* xyz 1 1
C -1.580 0.571 0.262
C -0.571 -1.558 -0.257
C 2.891 1.000 -0.023
C 1.723 0.488 -0.214
N -1.534 -0.582 -0.577
N -2.640 1.368 0.023
O -0.721 0.695 1.130
F 0.947 0.873 -1.286
P 0.862 -0.828 0.693
H -0.999 -2.373 0.311
H -0.192 -2.064 -1.085
H 3.310 1.479 -0.880
H 3.599 0.625 0.704
H -2.370 -1.079 -0.916
H -2.832 1.541 -0.969
H -2.565 2.237 0.567
H 0.999 -0.487 2.175
H 1.670 -1.905 0.341
*
```

=====

C4H9FO2 | the ωB97M-V functional and the def2-TZVPD basis

## Properties
Largest force on an atom = 0.05724 Eh/bohr
⟨S²⟩ = 2.01
Highest occupied orbital energy (spin up / spin down) = -6.80 / -10.34 eV
LUMO energy (spin up / spin down) = 0.62 / -2.41 eV
Kohn-Sham gap (spin up / spin down) = 0.273 / 0.291 Ha
Relative energy (zero: lowest compared OMol25 entry of this formula, charge and spin) = 0.0 kcal/mol

Structure (ORCA input):
```
! RIJCOSX wB97M-V def2-TZVPD def2/J DEFGRID3
* xyz 0 3
C 1.278 -0.776 1.668
C -0.789 -0.574 0.231
C 1.110 0.764 -1.581
C 0.618 -0.393 0.395
O 1.516 0.199 -0.393
O -2.282 -0.501 -0.861
F -2.293 1.857 -0.251
H 0.490 -1.041 2.335
H 1.770 0.167 2.012
H 2.010 -1.632 1.657
H -2.336 0.902 -0.409
H -1.320 -0.842 1.137
H -2.836 -1.032 -0.326
H 0.876 1.792 -1.387
H 0.149 0.398 -1.957
H 2.038 0.711 -2.269
*
```

=====

C4H9FO2S | the ωB97M-V functional and the def2-TZVPD basis

## Properties
Largest force on an atom = 0.06793 Eh/bohr
Highest occupied orbital energy (spin up / spin down) = -10.93 / -10.93 eV
LUMO energy (spin up / spin down) = -2.47 / -2.47 eV
Kohn-Sham gap (spin up / spin down) = 0.311 / 0.311 Ha
Relative energy (zero: lowest compared OMol25 entry of this formula, charge and spin) = 71.9 kcal/mol

Structure (ORCA input):
```
! RIJCOSX wB97M-V def2-TZVPD def2/J DEFGRID3
* xyz 0 1
C 0.284 -0.800 -1.157
C 1.081 1.341 -0.207
C 0.458 -0.536 1.375
C 0.268 0.114 -0.011
O -2.098 0.781 -1.294
O -2.136 1.215 1.108
F -2.070 -1.990 0.360
S -1.591 0.476 -0.003
H -0.144 -0.239 -2.052
H 1.248 -1.425 -1.253
H -0.565 -1.530 -1.126
H 2.114 1.194 0.138
H 0.741 2.115 0.547
H 1.051 1.520 -1.284
H 0.180 0.314 2.046
H -0.258 -1.427 1.388
H 1.438 -1.122 1.426
*
```

=====

C4H9FS | the ωB97M-V functional and the def2-TZVPD basis

## Properties
SMILES = CC(C)(S)CF
Largest force on an atom = 0.15087 Eh/bohr
Highest occupied orbital energy = -9.21 eV
LUMO energy = 0.77 eV
Kohn-Sham gap = 0.367 Ha
Relative energy (zero: lowest compared OMol25 entry of this formula, charge and spin) = 76.2 kcal/mol

Structure (ORCA input):
```
! RIJCOSX wB97M-V def2-TZVPD def2/J DEFGRID3
* xyz 0 1
C -0.732 -0.562 1.017
C 0.013 -0.109 -0.124
C -0.862 1.042 -0.541
C 1.472 0.257 0.037
H -1.592 -1.133 0.441
H -0.318 -1.510 1.724
H -1.088 0.220 1.903
H -0.853 1.628 0.320
H -1.972 0.930 -0.464
H -0.528 1.577 -1.373
H 1.132 -1.722 -1.586
H 1.681 0.493 1.266
H 1.481 0.988 -0.899
F 2.241 -0.884 -0.087
S -0.074 -1.216 -1.633
*
```

=====

C4H9IN | the ωB97M-V functional and the def2-TZVPD basis

## Properties
Largest force on an atom = 0.08446 Eh/bohr
Highest occupied orbital energy (spin up / spin down) = -12.90 / -12.90 eV
LUMO energy (spin up / spin down) = -4.66 / -4.66 eV
Kohn-Sham gap (spin up / spin down) = 0.303 / 0.303 Ha
Relative energy (zero: lowest compared OMol25 entry of this formula, charge and spin) = 150.0 kcal/mol

Structure (ORCA input):
```
! RIJCOSX wB97M-V def2-TZVPD def2/J DEFGRID3
* xyz 1 1
C -1.549 -2.368 -0.025
C 0.055 0.988 0.624
C -0.539 -0.013 -0.024
C -2.797 -2.087 0.025
N 0.790 2.112 -0.119
I 3.983 0.427 -0.383
H -0.729 -2.974 0.058
H 0.369 1.094 1.714
H -0.691 0.139 -1.035
H -3.360 -1.069 -0.124
H -3.609 -2.966 -0.065
H 5.205 -0.412 0.354
H 1.728 2.197 0.178
H 0.354 3.043 -0.030
H 0.790 1.892 -1.146
*
```

=====

C4H9IN2O | the ωB97M-V functional and the def2-TZVPD basis

## Properties
SMILES = CN/N=C(/C)I.C=O
Largest force on an atom = 0.01895 Eh/bohr
Highest occupied orbital energy = -8.57 eV
LUMO energy = 0.50 eV
Kohn-Sham gap = 0.333 Ha
Relative energy (zero: lowest compared OMol25 entry of this formula, charge and spin) = 4.5 kcal/mol

Structure (ORCA input):
```
! RIJCOSX wB97M-V def2-TZVPD def2/J DEFGRID3
* xyz 0 1
C -1.592 -1.747 -0.570
C 0.935 2.173 0.337
C 1.552 -1.437 0.611
C -0.470 -0.836 -0.908
N 0.577 1.185 -0.649
N -0.281 0.253 -0.320
O 2.281 -0.547 0.274
I 0.562 -1.353 -2.775
H -1.287 -2.789 -0.638
H -1.948 -1.532 0.435
H -2.415 -1.593 -1.272
H 1.104 3.126 -0.163
H 1.838 1.889 0.886
H 0.107 2.273 1.036
H 1.507 -2.403 0.085
H 0.937 -1.386 1.523
H 1.283 0.956 -1.351
*
```

=====

C4H9INO | the ωB97M-V functional and the def2-TZVPD basis

## Properties
SMILES = C[C@@]1(I)[NH2+]CCO1
Largest force on an atom = 0.08811 Eh/bohr
Highest occupied orbital energy = -13.89 eV
LUMO energy = -3.72 eV
Kohn-Sham gap = 0.374 Ha
Relative energy (zero: lowest compared OMol25 entry of this formula, charge and spin) = 28.0 kcal/mol

Structure (ORCA input):
```
! RIJCOSX wB97M-V def2-TZVPD def2/J DEFGRID3
* xyz 1 1
C -0.147 0.671 -1.509
C 1.044 1.235 -0.746
C 0.325 -0.342 0.763
C -0.723 -0.637 1.789
N -0.555 -0.564 -0.654
O 0.714 0.912 0.587
I 1.793 -1.951 0.755
H -0.765 1.477 -1.447
H 0.055 0.242 -2.570
H 1.953 0.598 -0.935
H 1.223 2.289 -0.656
H -0.969 0.313 2.414
H -0.292 -1.323 2.537
H -1.684 -1.046 1.497
H -1.555 -0.408 -0.610
H -0.416 -1.466 -1.216
*
```